(1)
Below is 15 unconnected molecules or ions with the total composition C49H85BF3N17O7P, with properties calculated with ωB97M-V/def2-TZVPD.

Each line ends with the Löwdin charge.
Positions of all 163 atoms, in Å:
C (-5.139, 1.014, -3.551)  -0.121
C (-4.190, 0.095, -4.336)  -0.271
C (-3.161, -0.613, -3.459)  -0.228
C (-2.314, 0.354, -2.598)  -0.208
C (-2.404, -0.006, -1.113)  -0.231
C (-1.750, 0.998, -0.171)  -0.209
C (-1.345, 0.332, 1.155)  -0.222
C (-1.172, 1.310, 2.333)  -0.198
C (0.299, 1.603, 2.654)  -0.197
C (0.928, 0.355, 3.296)  -0.168
C (2.463, 0.249, 3.305)  -0.057
N (3.130, -0.760, 2.375)  -0.072
C (2.465, -0.930, 1.037)  -0.161
N (2.247, 0.338, 0.391)  0.101
C (4.560, -0.341, 2.199)  -0.187
O (4.618, 0.897, 1.558)  0.129
B (5.367, 1.901, 2.173)  -0.780
O (4.967, 2.266, 3.436)  0.200
O (6.464, 2.423, 1.552)  0.226
C (5.423, -1.390, 1.437)  -0.173
C (5.681, -1.072, -0.037)  -0.070
O (6.820, -0.226, -0.183)  0.082
C (6.780, 0.546, -1.278)  -0.748
F (7.871, 1.270, -1.333)  0.213
F (6.697, -0.181, -2.401)  0.167
F (5.720, 1.366, -1.299)  0.154
O (4.928, -2.714, 1.395)  -0.124
C (4.046, -3.203, 2.398)  -0.482
C (4.887, -3.873, 3.518)  -0.109
C (5.624, -5.126, 3.096)  -0.288
O (5.487, -6.175, 3.663)  0.071
P (3.217, -4.671, 1.467)  0.953
N (1.856, -4.010, 0.647)  -0.148
O (2.556, -5.536, 2.681)  -0.305
C (3.229, -2.102, 3.130)  -0.211
C (1.913, -2.612, 3.663)  -0.044
H (-6.078, 1.147, -4.089)  0.066
H (-4.711, 2.012, -3.444)  0.052
H (-5.361, 0.628, -2.555)  0.067
H (-3.659, 0.687, -5.085)  0.101
H (-4.790, -0.646, -4.866)  0.094
H (-3.653, -1.343, -2.811)  0.109
H (-2.502, -1.182, -4.113)  0.067
H (-2.642, 1.385, -2.743)  0.102
H (-1.274, 0.282, -2.928)  0.104
H (-3.455, -0.131, -0.852)  0.092
H (-1.909, -0.977, -0.980)  0.113
H (-2.444, 1.805, 0.070)  0.108
H (-0.861, 1.438, -0.640)  0.107
H (-0.401, -0.202, 1.035)  0.071
H (-2.101, -0.420, 1.383)  0.086
H (-1.758, 2.216, 2.179)  0.100
H (-1.603, 0.844, 3.228)  0.109
H (0.858, 1.944, 1.785)  0.098
H (0.338, 2.408, 3.394)  0.110
H (0.459, -0.532, 2.884)  0.085
H (0.620, 0.369, 4.344)  0.129
H (2.772, -0.043, 4.308)  0.139
H (2.895, 1.232, 3.134)  0.119
H (1.520, -1.434, 1.179)  0.106
H (3.073, -1.613, 0.448)  0.118
H (1.442, 0.298, -0.222)  0.091
H (3.053, 0.646, -0.137)  0.078
H (4.946, -0.216, 3.214)  0.171
H (5.524, 2.982, 3.766)  0.113
H (6.584, 3.375, 1.650)  0.125
H (6.401, -1.378, 1.935)  0.176
H (4.808, -0.656, -0.537)  0.127
H (5.893, -2.032, -0.508)  0.154
H (5.599, -3.123, 3.880)  0.140
H (4.234, -4.119, 4.358)  0.100
H (6.320, -5.014, 2.247)  0.130
H (0.977, -4.096, 1.149)  0.024
H (1.751, -4.523, -0.224)  0.040
H (1.592, -5.403, 2.762)  -0.014
H (3.814, -1.831, 4.015)  0.142
H (1.501, -1.935, 4.407)  0.082
H (2.125, -3.522, 4.215)  0.058
H (1.143, -2.781, 2.920)  0.064
C (-5.508, 1.437, 3.721)  -0.061
C (-5.002, 0.697, 2.577)  -0.255
N (-4.633, 0.106, 1.663)  0.166
H (-6.597, 1.412, 3.737)  0.089
H (-5.146, 1.004, 4.652)  0.088
H (-5.194, 2.475, 3.694)  0.030
C (4.600, 1.829, -4.394)  -0.081
C (3.453, 2.447, -5.040)  -0.283
N (2.546, 2.949, -5.531)  0.131
H (5.534, 2.189, -4.822)  0.064
H (4.607, 2.053, -3.329)  0.057
H (4.573, 0.746, -4.511)  0.084
C (-6.176, 5.496, -2.982)  -0.075
C (-6.764, 4.297, -2.406)  -0.255
N (-7.242, 3.355, -1.960)  0.161
H (-6.492, 6.381, -2.432)  0.085
H (-5.088, 5.442, -2.955)  0.081
H (-6.476, 5.615, -4.022)  0.065
C (-2.593, -5.309, 2.629)  -0.042
C (-1.254, -5.249, 3.193)  -0.219
N (-0.208, -5.211, 3.670)  0.164
H (-3.159, -4.419, 2.900)  0.094
H (-2.548, -5.373, 1.543)  0.090
H (-3.120, -6.184, 3.005)  0.094
C (-2.523, 5.574, 3.924)  -0.065
C (-3.610, 4.815, 4.522)  -0.259
N (-4.465, 4.218, 5.004)  0.140
H (-2.878, 6.546, 3.586)  0.086
H (-1.727, 5.736, 4.650)  0.078
H (-2.107, 5.042, 3.070)  0.074
C (4.082, 5.829, 4.389)  -0.070
C (2.656, 5.986, 4.147)  -0.274
N (1.531, 6.108, 3.959)  0.134
H (4.479, 6.665, 4.962)  0.089
H (4.271, 4.913, 4.947)  0.074
H (4.621, 5.783, 3.443)  0.078
C (8.312, 0.966, -6.568)  -0.069
C (7.152, 1.582, -7.195)  -0.288
N (6.239, 2.067, -7.694)  0.142
H (9.230, 1.342, -7.015)  0.085
H (8.335, 1.187, -5.501)  0.073
H (8.285, -0.115, -6.696)  0.084
C (-7.903, 1.185, 0.414)  -0.108
C (-8.506, -0.009, 0.984)  -0.293
N (-8.983, -0.951, 1.435)  0.127
H (-8.209, 2.078, 0.960)  0.086
H (-6.816, 1.126, 0.450)  0.049
H (-8.185, 1.324, -0.627)  0.041
C (2.880, -5.545, 6.711)  -0.072
C (2.765, -4.098, 6.782)  -0.276
N (2.668, -2.953, 6.812)  0.137
H (1.981, -6.040, 7.075)  0.037
H (3.044, -5.865, 5.680)  0.069
H (3.721, -5.891, 7.310)  0.094
C (-0.746, -0.809, -7.613)  -0.060
C (-1.863, -1.485, -6.970)  -0.264
N (-2.745, -2.018, -6.463)  0.148
H (-1.037, 0.189, -7.937)  0.087
H (0.093, -0.715, -6.927)  0.084
H (-0.406, -1.371, -8.482)  0.044
C (1.668, -9.936, 5.240)  -0.061
C (1.438, -8.926, 6.262)  -0.250
N (1.258, -8.128, 7.067)  0.143
H (1.062, -9.730, 4.360)  0.083
H (2.716, -9.944, 4.945)  0.086
H (1.407, -10.923, 5.618)  0.087
C (-0.819, -2.978, -11.809)  -0.067
C (0.293, -2.824, -10.882)  -0.283
N (1.174, -2.707, -10.156)  0.130
H (-0.826, -2.165, -12.532)  0.085
H (-0.735, -3.920, -12.348)  0.085
H (-1.766, -2.972, -11.271)  0.083
C (-3.945, 8.821, -4.577)  -0.068
C (-4.592, 7.762, -5.338)  -0.280
N (-5.100, 6.929, -5.943)  0.139
H (-4.415, 8.934, -3.602)  0.079
H (-2.891, 8.594, -4.431)  0.084
H (-4.023, 9.769, -5.107)  0.085
C (-11.122, 2.233, -0.913)  -0.067
C (-11.491, 3.261, 0.046)  -0.281
N (-11.783, 4.073, 0.803)  0.125
H (-11.996, 1.682, -1.259)  0.086
H (-10.638, 2.672, -1.785)  0.082
H (-10.432, 1.521, -0.469)  0.046

Values from the calculation:
**Energy**: -109967.948 eV
**Total charge**: +1
**Relative energy (zero: lowest compared OMol25 entry of this formula, charge and spin)**: 0.0 kcal/mol

***

(2)
Below is 8 unconnected molecules or ions with the total composition C49H88Cl3N7O4, with properties calculated with ωB97M-V/def2-TZVPD.

Each line ends with the Löwdin charge.
Positions of all 151 atoms, in Å:
C (4.598, -13.516, -17.200)  -1.564
Cl (4.758, -12.686, -15.665)  0.522
Cl (3.645, -12.551, -18.360)  0.487
Cl (3.624, -14.913, -16.918)  0.523
H (5.583, -13.752, -17.601)  0.027
C (14.177, -10.164, -11.458)  -0.049
C (12.776, -9.751, -10.964)  -0.437
C (12.992, -8.239, -10.551)  -0.130
C (11.645, -7.575, -10.236)  -0.208
C (10.811, -7.637, -11.460)  -0.176
C (10.449, -9.096, -11.951)  -0.470
N (11.750, -9.806, -12.116)  -0.032
O (11.642, -11.101, -12.782)  -0.050
C (9.452, -9.823, -10.916)  0.002
C (9.725, -8.887, -13.266)  -0.053
C (12.470, -10.606, -9.685)  -0.025
H (14.122, -11.203, -11.784)  0.078
H (14.888, -9.959, -10.657)  0.088
H (14.418, -9.529, -12.311)  0.084
H (13.455, -8.236, -9.564)  0.109
H (13.558, -7.588, -11.217)  0.124
H (11.758, -6.529, -9.951)  0.114
H (11.056, -7.966, -9.407)  0.109
H (11.330, -7.108, -12.260)  0.119
H (9.874, -7.080, -11.477)  0.116
H (8.555, -10.057, -11.489)  0.068
H (9.853, -10.716, -10.437)  0.062
H (9.115, -9.145, -10.131)  0.074
H (8.950, -8.123, -13.218)  0.091
H (10.500, -8.625, -13.987)  0.091
H (9.336, -9.887, -13.461)  0.077
H (12.630, -11.683, -9.744)  0.086
H (11.475, -10.511, -9.252)  0.059
H (13.136, -10.188, -8.930)  0.079
C (2.757, -7.063, -9.190)  -0.051
C (2.293, -7.913, -10.430)  -0.442
C (2.537, -9.396, -9.920)  -0.132
C (1.782, -10.504, -10.672)  -0.196
C (0.380, -10.172, -11.002)  -0.166
C (0.184, -8.727, -11.553)  -0.438
N (0.859, -7.638, -10.785)  -0.035
O (0.688, -6.277, -11.223)  -0.035
C (0.622, -8.744, -13.068)  -0.034
C (-1.406, -8.498, -11.603)  -0.023
C (3.372, -7.697, -11.540)  -0.041
H (3.792, -7.330, -8.982)  0.076
H (2.174, -7.138, -8.272)  0.080
H (2.734, -6.002, -9.437)  0.074
H (3.617, -9.522, -10.003)  0.113
H (2.272, -9.504, -8.869)  0.112
H (1.970, -11.412, -10.099)  0.116
H (2.236, -10.676, -11.648)  0.105
H (-0.297, -10.402, -10.179)  0.117
H (0.030, -10.821, -11.804)  0.119
H (1.682, -8.855, -13.301)  0.065
H (0.017, -9.388, -13.706)  0.084
H (0.328, -7.761, -13.435)  0.076
H (-1.684, -7.568, -12.101)  0.077
H (-1.836, -9.313, -12.185)  0.076
H (-1.716, -8.622, -10.566)  0.077
H (4.372, -7.483, -11.163)  0.081
H (3.125, -6.938, -12.283)  0.083
H (3.482, -8.621, -12.108)  0.063
C (4.551, -9.681, -24.514)  -0.030
C (3.980, -8.232, -24.453)  -0.491
C (5.144, -7.286, -24.041)  -0.164
C (5.019, -5.795, -24.301)  -0.187
C (4.737, -5.643, -25.791)  -0.127
C (3.427, -6.412, -26.267)  -0.456
N (3.465, -7.847, -25.788)  -0.037
O (2.361, -8.627, -26.242)  -0.040
C (2.172, -5.615, -25.866)  -0.033
C (3.456, -6.330, -27.795)  -0.061
C (2.980, -8.202, -23.317)  -0.039
H (4.961, -9.986, -25.477)  0.085
H (3.782, -10.415, -24.273)  0.076
H (5.375, -9.832, -23.817)  0.081
H (5.362, -7.422, -22.982)  0.114
H (6.046, -7.661, -24.525)  0.115
H (5.948, -5.295, -24.025)  0.115
H (4.208, -5.444, -23.662)  0.106
H (5.678, -5.943, -26.253)  0.120
H (4.533, -4.592, -25.997)  0.116
H (1.234, -6.117, -26.101)  0.087
H (2.173, -5.466, -24.786)  0.071
H (2.113, -4.690, -26.440)  0.083
H (4.306, -6.756, -28.328)  0.086
H (2.638, -6.845, -28.299)  0.079
H (3.257, -5.293, -28.067)  0.080
H (2.306, -9.040, -23.495)  0.079
H (2.347, -7.328, -23.166)  0.083
H (3.524, -8.387, -22.390)  0.090
C (8.121, -16.205, -11.741)  -0.028
C (8.601, -17.656, -11.410)  -0.464
C (9.983, -17.768, -12.152)  -0.155
C (11.189, -17.193, -11.505)  -0.197
C (11.291, -17.677, -10.077)  -0.170
C (10.027, -17.533, -9.206)  -0.472
N (8.771, -17.967, -9.980)  -0.012
O (7.509, -17.893, -9.225)  -0.046
C (10.319, -18.457, -8.045)  -0.060
C (10.009, -16.106, -8.672)  -0.026
C (7.585, -18.641, -12.080)  -0.035
H (7.076, -16.121, -11.441)  0.082
H (8.194, -15.993, -12.807)  0.083
H (8.682, -15.424, -11.228)  0.066
H (10.099, -18.776, -12.553)  0.119
H (9.924, -17.147, -13.046)  0.108
H (11.105, -16.107, -11.534)  0.112
H (12.147, -17.348, -12.002)  0.121
H (12.122, -17.111, -9.657)  0.114
H (11.866, -18.603, -10.051)  0.119
H (11.371, -18.533, -7.768)  0.087
H (9.698, -18.368, -7.154)  0.086
H (10.185, -19.501, -8.328)  0.088
H (9.276, -16.052, -7.867)  0.085
H (10.970, -15.951, -8.181)  0.090
H (9.785, -15.369, -9.444)  0.071
H (7.614, -18.333, -13.125)  0.075
H (6.535, -18.475, -11.842)  0.077
H (7.775, -19.712, -12.154)  0.082
N (9.085, -15.623, -21.002)  0.009
C (9.478, -15.384, -19.715)  -0.145
C (9.616, -14.035, -19.566)  -0.157
C (9.307, -13.443, -20.728)  -0.137
C (8.851, -14.423, -21.603)  -0.125
H (8.914, -16.541, -21.386)  0.150
H (9.619, -16.128, -18.944)  0.105
H (10.016, -13.582, -18.671)  0.101
H (9.260, -12.381, -20.915)  0.096
H (8.473, -14.406, -22.614)  0.105
N (-1.224, -15.572, -19.075)  0.021
C (-2.160, -14.576, -19.396)  -0.140
C (-3.413, -14.887, -18.901)  -0.128
C (-3.279, -16.105, -18.266)  -0.143
C (-1.964, -16.533, -18.353)  -0.126
H (-0.236, -15.609, -19.282)  0.138
H (-1.837, -13.767, -20.034)  0.098
H (-4.290, -14.304, -19.144)  0.095
H (-4.084, -16.647, -17.790)  0.092
H (-1.535, -17.473, -18.041)  0.096
N (2.891, -17.543, -24.952)  -0.026
C (3.861, -18.439, -24.536)  -0.114
C (4.238, -17.950, -23.267)  -0.097
C (3.584, -16.650, -23.068)  -0.117
C (2.816, -16.414, -24.153)  -0.150
H (2.515, -17.542, -25.890)  0.138
H (4.114, -19.280, -25.164)  0.100
H (4.883, -18.453, -22.561)  0.074
H (3.750, -16.034, -22.197)  0.085
H (2.288, -15.526, -24.469)  0.108

Values from the calculation:
**2S+1**: 5
**Energy**: -108414.445 eV

***

Q: What is the energy in the second record?
A: -108414.445 eV